Below is a molecular structure, C39H40N5O9P2S3Tc at a distorted geometry, with properties calculated with ωB97M-V with the def2-TZVPD basis set.

Summary:
spin multiplicity = 4
HOMO energy (spin up / spin down) = -0.3586 / -0.3554 Eh
E_LUMO (spin up / spin down) = -0.1197 / -0.1735 hartree
expectation value of S² = 3.783
electronic energy = -4418.7561 Eh
largest force on an atom = 0.043 Eh/bohr
total charge = +1
gap between HOMO and LUMO (spin up / spin down) = 0.239 / 0.182 hartree
energy above the lowest of the compared OMol25 structures with the same formula, charge and spin = 41.2 kcal per mole

The geometry in XYZ format:
```
99
Properties=species:S:1:pos:R:3:forces:R:3:mulliken_spin:R:1
Tc 0.28020 0.17324 0.67157 -0.54 0.29 -2.10 2.69
S -0.70991 2.22187 1.22717 0.58 -0.60 0.63 0.10
C -1.62123 2.96765 -0.09628 0.92 0.47 -0.82 0.05
S -1.34369 2.54797 -1.69549 0.70 0.66 0.33 0.03
C -2.55119 3.91083 0.32773 0.76 0.42 0.51 0.02
C -3.49866 4.42510 -0.59052 0.01 0.74 -0.19 -0.01
N -4.30417 4.75323 -1.34663 0.07 0.02 0.05 0.01
C -2.62138 4.29953 1.69089 -0.14 0.08 0.24 0.00
N -2.64217 4.59349 2.80604 -0.04 -0.07 -0.04 0.01
C -2.44287 -0.29206 2.94726 0.14 -0.02 -0.28 0.00
P -0.64639 -0.51918 2.78177 -0.56 0.01 1.21 -0.04
C -0.35932 -2.16449 3.53034 0.12 0.03 -0.47 0.00
C 0.08644 0.57932 4.04024 0.14 0.05 -0.20 -0.02
C -0.52383 0.78424 5.27245 -0.03 -0.01 0.00 -0.01
C 0.06566 1.61598 6.21054 -0.02 -0.01 0.03 0.00
C 1.27416 2.23704 5.93102 0.03 -0.01 -0.02 0.00
C 1.88933 2.03669 4.70617 0.05 -0.01 -0.03 0.00
C 1.29893 1.21420 3.75284 -0.19 -0.04 -0.10 -0.01
P 2.05496 0.92869 2.12082 0.61 0.42 1.02 -0.06
C 3.42361 -0.21322 2.52889 -0.18 0.02 -0.29 0.00
C 2.91817 2.46198 1.68823 -0.19 -0.12 -0.23 0.02
H -2.81203 -0.74103 3.86847 0.05 -0.01 0.02 0.00
H -2.93065 -0.76190 2.09176 -0.05 0.01 -0.02 0.00
H -2.66130 0.77489 2.92660 -0.03 -0.01 -0.02 0.00
H -0.57429 -2.10236 4.59590 -0.03 0.01 0.00 0.00
H 0.68048 -2.45943 3.38813 -0.01 -0.05 0.05 0.00
H -1.01001 -2.90916 3.07109 0.03 -0.01 -0.02 0.00
H -1.47189 0.31348 5.50094 0.00 0.00 0.01 0.00
H -0.42274 1.78773 7.16001 -0.01 -0.01 0.00 0.00
H 1.73561 2.88364 6.66465 -0.02 0.02 0.00 0.00
H 2.82695 2.53448 4.49589 0.00 0.03 0.01 0.00
H 3.93518 0.14362 3.42154 -0.02 0.05 0.01 0.00
H 4.12175 -0.24994 1.69362 0.04 -0.05 0.05 0.00
H 3.03009 -1.21289 2.71172 0.05 -0.01 0.07 0.00
H 3.65838 2.71192 2.44609 0.00 -0.03 0.03 0.00
H 2.19905 3.27309 1.58045 0.01 -0.01 -0.01 0.00
H 3.42331 2.30744 0.73512 0.01 0.04 -0.01 0.00
C -5.88657 -2.57961 -1.70661 0.02 -0.12 -0.05 0.00
O -4.89382 -1.57160 -1.83147 0.21 -0.08 -0.22 0.00
C -4.84782 -0.59841 -0.90323 0.13 0.27 -0.07 0.00
C -5.62955 -0.59756 0.24690 -0.01 -0.14 0.02 0.00
C -5.61319 0.48268 1.11518 0.07 0.10 0.02 0.00
C -4.83481 1.59569 0.84023 -0.06 -0.15 0.06 0.00
C -4.04377 1.60265 -0.29380 -0.27 -0.34 -0.44 -0.02
C -4.00960 0.50840 -1.14879 -0.29 -0.13 0.61 0.01
N -3.23266 0.63150 -2.33314 -0.19 -0.99 -0.74 0.00
C -2.48071 -0.24234 -2.93608 -0.29 0.63 0.23 0.01
C -2.04615 -1.48918 -2.38454 0.24 -0.39 0.60 0.00
C -2.05602 -2.64052 -3.18348 -0.29 0.37 -0.01 -0.01
C -1.86662 -3.88485 -2.63361 0.04 -0.24 0.11 0.01
C -1.65491 -3.99192 -1.25693 0.01 -0.15 -0.21 -0.01
C -1.49517 -2.86773 -0.48042 0.05 0.54 0.17 0.02
C -1.60592 -1.57700 -1.03159 -0.24 -0.69 -0.71 0.01
O -1.32186 -0.48328 -0.36851 0.46 0.34 0.76 0.16
H -5.78758 -3.19569 -2.59589 -0.03 0.01 0.01 0.00
H -6.88805 -2.14666 -1.66951 0.03 0.02 0.01 0.00
H -5.71563 -3.20014 -0.82394 0.01 0.04 0.01 0.00
H -6.28001 -1.43562 0.45186 0.02 0.02 0.00 0.00
H -6.23601 0.45625 1.99947 -0.03 0.02 0.00 0.00
H -4.85273 2.45464 1.49645 0.02 0.07 0.00 0.00
H -3.44082 2.47106 -0.53728 -1.19 -1.46 -0.13 0.02
H -3.26303 1.56289 -2.73953 -0.09 0.03 -0.09 0.00
H -2.15255 0.04086 -3.93075 0.02 0.06 0.00 0.00
H -2.31168 -2.53573 -4.23110 0.04 -0.04 -0.03 0.00
H -1.91603 -4.77257 -3.24895 -0.04 0.02 0.00 0.00
H -1.60669 -4.97470 -0.80192 0.08 0.04 0.01 0.00
H -1.29387 -2.93796 0.58119 0.10 -0.07 0.03 -0.01
O 1.26919 -0.25627 -2.58208 -0.01 0.11 0.09 0.02
C 1.69313 0.72809 -1.99622 -0.14 -0.23 -0.50 -0.01
O 1.35851 1.10136 -0.80614 0.15 -0.12 0.66 0.00
C 2.72943 1.61774 -2.63669 0.00 0.08 0.10 -0.01
C 3.03789 2.85048 -2.08044 0.00 0.16 0.13 0.00
C 4.04080 3.61892 -2.64302 -0.12 -0.45 -0.21 0.00
C 4.73887 3.20028 -3.76065 0.18 0.12 -0.10 0.00
C 4.41797 1.96524 -4.29433 -0.26 0.13 0.41 0.00
C 3.42308 1.17150 -3.75100 0.00 -0.14 -0.17 0.00
N 5.18137 1.46546 -5.44884 0.10 -0.08 -0.18 0.00
O 5.96477 2.22809 -5.97130 -0.09 -0.09 0.06 0.00
O 4.97692 0.31638 -5.78948 0.03 0.15 0.02 0.00
N 4.40627 4.89155 -2.00501 0.03 0.19 0.13 0.00
O 3.97214 5.08735 -0.88425 0.05 0.00 -0.14 0.00
O 5.12412 5.64370 -2.62516 -0.08 -0.08 0.07 0.00
H 2.49593 3.21352 -1.22036 -0.01 0.00 0.00 0.00
H 5.51955 3.80832 -4.19336 0.00 0.01 0.00 0.00
H 3.18836 0.21345 -4.19184 0.00 0.00 0.00 0.00
O 1.34182 -1.71681 0.19116 -0.88 0.56 0.37 -0.02
S 2.76716 -2.22295 0.00561 0.32 -0.52 -0.30 0.01
C 2.99036 -2.67703 -1.74516 -0.14 -0.03 -0.01 0.00
C 2.56370 -4.12810 -1.89360 0.10 -0.05 0.11 0.00
C 3.08398 -4.83578 -0.64662 -0.01 0.04 -0.11 0.00
C 2.63225 -3.98174 0.52956 0.24 0.15 0.03 0.00
H 4.05532 -2.55141 -1.95265 0.01 0.07 0.09 0.00
H 2.41221 -1.96992 -2.33879 0.02 0.10 0.07 0.00
H 2.96959 -4.55840 -2.80847 -0.05 0.02 -0.01 0.00
H 1.47761 -4.18582 -1.93287 -0.14 -0.04 -0.06 0.00
H 4.17493 -4.88188 -0.67015 0.00 -0.07 -0.02 0.00
H 2.70669 -5.85453 -0.55853 0.01 0.02 0.06 0.00
H 3.22289 -4.13362 1.43147 -0.04 0.06 0.04 0.00
H 1.57253 -4.10634 0.75194 -0.05 0.07 -0.02 0.00
```
Forces are in eV/Å.